Entry P
14
Properties=species:S:1:pos:R:3:nbo_charge:R:1 method="wB97M-V/def2-TZVPD" homo_energy_ev=-9.3 smiles="[H]/N=C(/N)SNC(N)=O"
H -1.111 -0.131 3.441 0.37
N -0.546 -0.832 2.914 -0.72
C -0.176 -0.564 1.687 0.31
N 0.548 -1.470 0.940 -0.82
S -0.643 1.018 0.749 0.36
N -1.131 0.626 -0.757 -0.79
C -0.234 0.517 -1.805 0.77
N 1.092 0.824 -1.537 -0.87
O -0.636 0.095 -2.903 -0.62
H 1.209 -1.005 0.314 0.41
H 0.825 -2.251 1.440 0.40
H -2.080 0.426 -0.945 0.42
H 1.298 1.764 -1.060 0.40
H 1.584 0.984 -2.475 0.41


Entry Q
14
Properties=species:S:1:pos:R:3:nbo_charge:R:1 method="wB97M-V/def2-TZVPD" homo_energy_ev=-8.9
H -2.819 -0.324 0.108 0.35
N -2.790 0.667 -0.249 -0.63
C -1.600 1.047 -0.315 0.26
N -0.458 0.270 0.005 -0.32
N -0.743 -1.037 0.420 -0.64
C 0.803 0.795 0.031 0.23
S 1.178 2.399 0.007 -0.15
N 1.842 -0.133 0.193 -0.36
O 1.784 -1.262 -0.657 -0.57
H -1.345 2.076 -0.680 0.21
H -0.276 -1.675 -0.210 0.38
H -0.352 -1.175 1.353 0.36
H 2.740 0.336 0.064 0.39
H 2.037 -1.985 -0.069 0.47


What should be chosen as the most stable of them? Choose entry P.


Entry P
16
Properties=species:S:1:pos:R:3:nbo_charge:R:1 method="wB97M-V/def2-TZVPD" homo_energy_ev=-9.6 smiles="N[PH](N)=O.C#CC"
N 2.285 0.509 1.295 -1.18
P 1.942 0.472 -0.370 2.03
N 3.411 0.693 -1.035 -1.23
O 1.396 -0.829 -0.716 -1.11
H 2.557 1.371 1.775 0.39
H 1.514 0.050 1.737 0.40
H 1.075 1.652 -0.861 -0.13
H 3.558 0.038 -1.826 0.42
H 3.876 1.551 -1.191 0.40
C -2.071 0.345 0.864 -0.30
C -2.128 -0.743 0.304 0.03
C -2.215 -1.829 -0.700 -0.70
H -1.806 1.201 1.405 0.23
H -2.167 -2.810 -0.221 0.24
H -3.121 -1.633 -1.305 0.24
H -1.315 -1.625 -1.350 0.27


Entry Q
16
Properties=species:S:1:pos:R:3:nbo_charge:R:1 method="wB97M-V/def2-TZVPD" homo_energy_ev="-8.1 / -8.7"
C 1.112 -1.203 -0.806 -0.42
C 0.321 -1.102 0.549 -0.29
C 0.797 0.106 -1.604 -0.73
N 0.214 0.284 0.914 -0.51
N -2.323 1.493 1.468 -0.44
O -1.706 0.548 0.764 -0.33
P 0.533 1.426 -0.326 0.77
H 2.248 -1.302 -0.587 0.20
H 0.890 -2.249 -1.284 0.22
H -0.815 -1.437 0.306 0.22
H 0.715 -1.659 1.419 0.22
H 1.615 0.362 -2.233 0.23
H -0.092 -0.172 -2.068 0.22
H -2.532 1.281 2.411 0.35
H -2.884 2.202 1.040 0.36
H 1.908 1.421 0.036 -0.07


What should be chosen as the most stable of them? Choose entry P.